[1]
Below is a 2-piece molecular cluster, C9H20 overall, with properties calculated with wB97M-V/def2-TZVPD.

Last column: Löwdin charge in e.
Atoms and positions in Å:
C1 1.4033 -2.2081 0.2327  -0.22
C2 1.5101 -2.3811 -1.2826  -0.22
C3 2.2992 -0.9912 0.4969  -0.21
C4 1.3755 -0.9420 -1.7962  -0.20
C5 2.0958 -0.0708 -0.7346  -0.19
H1 1.7089 -3.1043 0.8061  0.11
H2 0.3551 -1.9767 0.5032  0.10
H3 0.7513 -3.0661 -1.7074  0.11
H4 2.5087 -2.7857 -1.5370  0.11
H5 3.3534 -1.3253 0.5463  0.11
H6 2.0625 -0.4820 1.4509  0.10
H7 0.3022 -0.6741 -1.8367  0.10
H8 1.7948 -0.8065 -2.8117  0.11
H9 1.4829 0.8134 -0.4740  0.09
H10 3.0695 0.2945 -1.1139  0.10
C6 -2.9147 0.1347 -0.3806  -0.12
C7 -0.8101 2.6804 1.7032  -0.13
C8 -2.1950 1.4354 -0.0254  -0.30
C9 -1.5297 1.3798 1.3480  -0.30
H11 -3.3847 0.2042 -1.3760  0.07
H12 -3.6992 -0.0789 0.3647  0.07
H13 -2.1983 -0.7039 -0.3876  0.06
H14 -1.5264 3.5191 1.7102  0.07
H15 -0.0256 2.8941 0.9578  0.07
H16 -0.3401 2.6109 2.6986  0.07
H17 -1.4214 1.6488 -0.7879  0.11
H18 -2.9192 2.2725 -0.0372  0.11
H19 -2.3033 1.1664 2.1105  0.11
H20 -0.8055 0.5426 1.3597  0.10

Atomic forces in eV per Å
-0.1 -0.3 0.3
0.0 -0.4 -0.2
0.2 0.1 0.3
-0.1 0.1 -0.3
0.1 0.3 0.0
-0.2 0.4 -0.3
0.4 -0.1 -0.1
0.4 0.3 0.2
-0.4 0.1 0.1
-0.4 0.2 0.0
0.2 -0.3 -0.5
0.4 -0.1 0.0
-0.3 -0.1 0.5
0.3 -0.4 -0.1
-0.5 -0.1 0.2
0.0 0.0 -0.1
0.0 0.0 0.1
0.0 0.1 -0.1
0.0 -0.1 0.1
0.1 -0.1 0.4
0.3 0.0 -0.3
-0.3 0.2 0.0
0.3 -0.2 0.0
-0.2 0.0 0.3
-0.1 0.1 -0.4
-0.3 0.0 0.2
0.3 -0.3 -0.1
0.3 0.0 -0.3
-0.3 0.2 0.1

## Properties
SMILES: C1CCCC1.CCCC
ΔE to the lowest compared entry with this formula, charge and spin in kJ/mol: 0.00
Highest occupied orbital energy in eV: -11.057

=====

[2]
Below is C9H20AlB2CaCl4CsF8KN2NaO12PS as an isolated structure in a non-equilibrium geometry, with properties calculated with wB97M-V/def2-TZVPD.

Last column: Löwdin charge in e.
Atoms and positions in Å:
C1 -0.9611 -2.9078 -0.8569  -0.17
C2 -1.5647 -2.6937 0.5674  -0.35
F1 -0.5792 -2.0110 1.2713  0.01
C3 -2.8233 -1.7809 0.5240  -0.08
B1 -4.2219 -2.5462 0.4195  -0.37
C4 -5.5665 -1.7532 0.7907  -0.02
B2 -6.2359 -0.9283 -0.4048  -0.57
O1 -5.5715 -0.0140 -1.2928  0.06
O2 -7.5749 -1.0874 -0.6190  0.21
P1 -4.3984 -4.3664 -0.0924  0.78
N1 -5.3586 -4.4705 -1.3925  -0.27
H1 -1.8136 -2.9217 -1.6353  0.06
H2 -0.2395 -2.0616 -1.0729  0.07
H3 -0.3821 -3.8809 -0.8698  0.09
H4 -1.7005 -3.6552 1.0804  0.16
H5 -2.8302 -1.2342 1.4866  0.15
H6 -2.7515 -0.9886 -0.2557  0.09
H7 -5.3262 -1.0936 1.6437  0.13
H8 -6.2914 -2.5233 1.1069  0.11
H9 -5.2153 -0.5190 -2.0346  0.08
H10 -7.8042 -2.0183 -0.4770  0.13
H11 -5.0054 -5.0808 0.9702  0.04
H12 -3.1356 -4.9682 -0.3835  0.00
H13 -5.6562 -3.5398 -1.6921  -0.08
Na1 -4.3532 1.3706 -2.5473  0.78
O3 0.9229 3.5887 -1.6608  -1.15
S1 -0.1792 3.4695 -2.6714  0.17
O4 -1.2607 2.5952 -2.1139  -0.55
O5 0.3392 2.8607 -3.9005  -0.38
O6 -0.7181 4.7979 -2.9453  -0.40
C5 -1.4002 4.3704 1.3826  -1.99
Cl1 -0.4257 2.8804 1.5112  0.41
Cl2 -0.7601 5.5899 2.4933  0.57
Cl3 -1.3296 4.9875 -0.2684  0.63
Cl4 -3.0841 4.0059 1.8059  0.53
Ca1 -0.1026 -3.6089 -3.2789  1.66
F2 -4.2775 -8.3062 0.5347  -0.22
Al1 -4.3314 -7.9313 2.2177  -0.10
F3 -3.5656 -9.1730 3.1180  -0.19
F4 -5.9653 -7.7660 2.7183  -0.20
F5 -3.4880 -6.4127 2.4803  -0.24
K1 -1.3495 -0.2636 -2.6493  0.86
N2 2.5477 -3.5727 -6.4492  -0.62
O7 3.5671 -2.9270 -6.2758  0.04
O8 1.7923 -3.8437 -5.4300  -0.24
O9 2.2112 -3.9776 -7.5482  0.05
Cs1 1.9146 4.0530 0.0245  1.35
O10 -0.7220 -7.6297 3.4870  -0.07
H14 -1.0245 -8.2580 4.1512  0.04
H15 -1.4797 -7.0457 3.3622  -0.01
C6 10.1222 8.0997 1.1852  -0.06
C7 8.7645 7.8145 0.5789  -0.19
O11 8.3102 6.4923 0.9266  0.03
C8 7.7630 6.3635 2.1300  -0.40
O12 7.6250 7.2417 2.9252  0.18
C9 7.2895 4.9218 2.3382  -0.53
F6 8.2069 4.0266 1.9502  0.17
F7 6.1698 4.6681 1.6312  0.15
F8 7.0125 4.6628 3.6152  0.17
H16 10.8380 7.3287 0.8973  0.09
H17 10.4935 9.0683 0.8520  0.09
H18 10.0746 8.1039 2.2742  0.08
H19 8.8322 7.8376 -0.5074  0.13
H20 8.0277 8.5618 0.8735  0.13

Atomic forces in eV per Å
0.1 -0.4 -0.9
0.0 1.3 -0.1
0.0 -0.2 -0.3
0.3 -0.8 0.1
-0.2 1.1 0.8
1.1 -0.9 -0.7
-1.3 -0.5 0.7
0.9 0.1 -0.1
1.3 -0.2 -0.8
-1.4 -1.3 -0.7
0.8 1.1 0.0
0.7 -0.2 0.9
-0.5 -0.7 0.4
-0.5 0.7 0.1
-0.2 0.2 -0.2
0.0 -0.1 -0.4
0.1 -0.2 0.4
-0.2 0.0 -0.3
0.0 0.5 0.1
-0.7 -0.7 0.2
-0.6 0.3 0.5
0.8 0.0 0.1
-0.2 0.1 0.6
-0.2 -0.2 -0.1
0.0 1.6 0.2
-4.4 -2.7 -6.9
0.0 1.1 -3.4
-1.2 -2.2 0.8
-0.1 -0.9 0.4
-0.2 -0.2 0.7
-0.3 0.6 -0.3
-1.0 -0.5 0.6
0.0 -0.2 0.0
-0.3 0.0 0.6
0.1 -0.1 0.1
2.3 -1.3 -2.3
0.1 0.7 0.7
-0.3 -1.0 0.3
-0.3 0.9 -0.4
0.9 0.3 -0.4
-0.2 -0.3 -0.4
0.7 2.2 0.0
1.2 0.8 -1.7
-0.3 -0.1 0.7
-2.4 -0.2 2.8
-0.5 -0.3 0.5
6.1 2.9 7.4
0.1 0.3 0.1
-0.1 -0.1 -0.1
-0.2 -0.2 -0.1
0.0 -0.2 0.3
0.4 0.6 -0.2
-0.3 -0.4 0.0
0.3 0.7 -0.6
-0.2 -0.2 0.4
-0.1 -1.1 0.3
0.1 0.3 -0.1
0.0 0.3 -0.1
0.0 0.4 -0.1
0.0 0.1 -0.1
0.0 0.0 0.0
-0.1 0.1 0.0
-0.1 -0.3 0.0
-0.1 -0.2 0.2

## Properties
Net charge: +1
Highest occupied orbital energy in eV: -11.102

=====

[3]
Below is a 2-piece molecular cluster, C9H20BNO7P overall in a non-equilibrium geometry, with properties calculated with wB97M-V/def2-TZVPD.

Last column: Löwdin charge in e.
Atoms and positions in Å:
C1 -3.0121 4.0710 0.1931  -0.10
C2 -2.3700 3.6804 -1.1546  -0.24
C3 -1.2808 2.5852 -1.0591  -0.17
C4 -1.5493 1.3314 -1.9003  -0.19
O1 -1.9388 0.1957 -1.1265  -0.13
N1 -0.8336 -0.2233 -0.3294  -0.19
P1 0.0711 -1.5358 -0.9856  0.74
O2 0.1780 -2.7164 -0.1132  -0.36
C5 -1.3029 -0.3921 1.0245  -0.49
O3 -2.1841 -1.1273 1.3527  0.19
O4 -0.6986 0.4427 1.9076  0.17
B1 0.6956 0.3454 2.1325  -0.60
O5 1.5766 0.6212 1.1277  0.18
C6 1.2339 -0.0342 3.5538  -0.12
C7 2.2719 1.0086 4.0275  -0.11
H1 -4.0913 3.9191 0.1699  0.07
H2 -2.6362 3.4497 1.0079  0.06
H3 -2.8037 5.1060 0.4607  0.06
H4 -1.9384 4.5675 -1.6197  0.10
H5 -3.1682 3.3401 -1.8170  0.09
H6 -1.1609 2.2993 -0.0146  0.09
H7 -0.3346 3.0176 -1.3941  0.11
H8 -0.6624 1.0732 -2.4860  0.11
H9 -2.3803 1.5004 -2.5842  0.12
H10 1.3062 -0.9291 -1.2290  0.02
H11 -0.5249 -1.7203 -2.2397  0.04
H12 1.2217 1.2435 0.4827  0.10
H13 1.7026 -1.0191 3.4926  0.12
H14 0.3866 -0.0600 4.2378  0.10
H15 2.3302 1.0092 5.1168  0.07
H16 2.0056 2.0179 3.7093  0.07
H17 3.2523 0.7805 3.6144  0.07
C8 2.3530 -5.5726 -1.8703  -0.06
C9 2.4026 -5.1673 -3.3646  -0.82
O6 1.9775 -4.0213 -3.6496  -0.13
O7 2.8662 -6.0294 -4.1428  -0.12
H18 1.9364 -4.7777 -1.2518  0.03
H19 1.7414 -6.4702 -1.7558  0.05
H20 3.3618 -5.8094 -1.5236  0.05

Atomic forces in eV per Å
0.1 -0.2 0.0
-0.1 -0.1 0.2
-0.1 0.3 -0.3
0.4 0.2 0.2
-0.1 -0.3 -0.1
-0.1 0.3 -0.1
0.5 -0.9 -0.1
-0.2 0.4 0.3
-0.8 -0.2 0.3
0.4 0.6 -0.4
0.2 -0.4 0.2
0.2 -0.1 -0.1
0.0 0.5 0.3
-0.1 0.6 -0.3
-0.1 -0.3 0.1
0.0 0.2 0.0
0.0 0.0 0.0
-0.1 0.0 0.0
-0.1 0.0 0.0
0.1 0.0 -0.1
0.1 -0.1 0.0
0.1 -0.1 0.1
-0.1 -0.1 -0.1
0.0 -0.2 0.0
0.0 0.1 -0.2
-0.1 0.2 0.0
-0.2 -0.4 -0.3
-0.1 -0.1 0.2
0.0 -0.3 0.1
0.2 0.0 0.0
0.0 0.0 0.0
0.0 0.1 0.0
0.0 0.1 0.0
0.0 -0.1 0.0
-0.1 0.2 0.1
0.0 0.0 0.0
0.0 0.0 0.0
0.0 0.0 0.0
0.0 -0.1 0.0

## Properties
Net charge: -1
Highest occupied orbital energy in eV: -3.773

=====

[4]
Below is a 8-piece molecular cluster, C9H20ClO17 overall in a non-equilibrium geometry, with properties calculated with wB97M-V/def2-TZVPD.

Last column: Löwdin charge in e.
Atoms and positions in Å:
Cl1 6.8704 -15.8779 22.1622  0.68
O1 7.5380 -14.8099 22.8594  -0.34
O2 7.8400 -16.9558 22.0486  -0.37
O3 5.7337 -16.4994 22.8367  -0.36
O4 6.4257 -15.4297 20.8697  -0.33
C1 4.2121 -13.4189 25.3197  -0.14
C2 4.3788 -14.9435 25.5301  -0.09
O5 5.0498 -14.9629 26.7984  0.05
C3 5.6165 -13.7669 27.0563  -0.56
O6 6.4102 -13.5450 27.9085  0.17
O7 5.1205 -12.8196 26.2031  0.06
H1 3.1603 -13.1652 25.4870  0.12
H2 4.4145 -13.1597 24.2802  0.13
H3 5.0254 -15.3234 24.7439  0.10
H4 3.3976 -15.3967 25.6059  0.13
C4 11.0201 -14.2946 22.3664  -0.12
C5 10.9799 -13.2136 21.2946  -0.10
O8 11.9786 -12.2805 21.7707  0.04
C6 12.7132 -12.8845 22.7327  -0.58
O9 13.5603 -12.3369 23.3630  0.15
O10 12.3322 -14.1723 22.8810  0.08
H5 10.7651 -15.2492 21.9148  0.13
H6 10.2514 -14.0386 23.0964  0.12
H7 10.0428 -12.6693 21.2116  0.13
H8 11.3042 -13.5115 20.2947  0.12
C7 7.4387 -20.9003 21.2556  -0.10
C8 7.8956 -19.7770 20.3264  -0.12
O11 9.2291 -19.5668 20.7602  0.06
C9 9.6567 -20.6310 21.4762  -0.57
O12 10.7394 -20.7224 21.9593  0.16
O13 8.6879 -21.5763 21.5077  0.05
H9 6.8105 -21.6248 20.7376  0.12
H10 6.9688 -20.6320 22.1993  0.13
H11 7.3018 -18.8786 20.4816  0.12
H12 7.8153 -20.0983 19.2878  0.13
O14 10.4352 -17.8243 23.3651  -0.05
H13 10.7373 -18.5373 22.7920  0.01
H14 9.5650 -17.5926 23.0173  -0.02
O15 9.0763 -14.9904 25.3235  -0.06
H15 8.3606 -14.9445 24.6779  -0.02
H16 9.4466 -15.8737 25.2140  0.02
O16 3.2434 -14.7828 20.8613  -0.07
H17 4.0686 -15.2720 20.7463  0.00
H18 2.7441 -15.3160 21.4852  0.02
O17 7.7626 -17.9099 24.9509  -0.05
H19 7.5138 -17.3523 24.2072  -0.03
H20 7.0096 -17.8588 25.5458  0.04

Atomic forces in eV per Å
0.1 -1.8 -0.8
-1.0 0.4 0.5
0.3 0.0 -0.5
0.1 1.3 0.6
0.1 0.2 0.0
-1.0 -0.9 -1.1
0.4 1.7 0.1
0.1 -0.6 0.0
-0.1 0.3 -0.2
-0.2 0.0 0.0
0.2 -0.1 0.3
0.2 0.5 0.5
0.3 0.2 0.1
-0.1 -0.6 0.2
0.2 -0.5 0.0
-1.4 0.6 -1.1
0.6 0.7 -0.3
-0.1 -0.1 0.2
-0.2 0.2 0.0
0.3 -0.1 -0.1
0.1 -0.2 0.3
0.6 -0.4 0.4
0.3 -0.3 0.5
-0.1 -0.2 0.1
-0.1 -0.3 0.1
0.1 -0.9 -0.8
-1.1 -0.1 0.8
0.3 0.2 -0.1
-0.1 -0.1 -0.5
0.0 0.0 0.0
0.0 0.3 0.6
-0.1 0.1 0.1
0.2 0.4 0.0
0.3 0.2 0.0
0.5 0.1 -0.1
0.1 0.1 -0.1
0.1 -0.1 0.1
0.0 0.0 0.0
0.1 0.1 0.1
0.1 0.0 0.0
-0.1 -0.1 0.0
-0.1 -0.1 0.0
0.2 0.2 0.1
0.0 0.0 0.0
0.0 -0.2 0.2
-0.1 -0.1 -0.2
0.0 0.1 0.1

## Properties
Net charge: -1
ΔE to the lowest compared entry with this formula, charge and spin in kJ/mol: 0.00
Highest occupied orbital energy in eV: -7.942

=====

[5]
Below is C9H20FN2NiO6S as an isolated structure in a non-equilibrium geometry, with properties calculated with wB97M-V/def2-TZVPD.

Last column: Löwdin charge in e.
Atoms and positions in Å:
Ni1 -11.1855 -2.9870 8.7637  0.36
C1 -11.2100 -5.6570 11.9370  -0.22
O1 -12.3151 -5.5956 12.2634  0.24
O2 -13.1232 -3.0343 8.8601  -0.70
O3 -9.9900 -5.9404 11.5000  0.01
F1 -9.4881 -2.3096 9.6388  -0.63
C2 -9.7632 -9.1677 10.2315  -0.28
S1 -11.1115 -8.8061 9.1190  0.80
O4 -11.0218 -9.5309 7.8291  -0.56
C3 -12.4697 -9.5982 10.0520  -0.24
H1 -9.3701 -10.1717 10.0088  0.07
H2 -10.1293 -9.1194 11.2540  0.05
H3 -9.0015 -8.4004 10.0882  0.02
H4 -12.0392 -10.4264 10.6129  0.04
H5 -13.2667 -9.9041 9.3659  0.06
H6 -12.8343 -8.9178 10.7675  0.02
C4 -7.6850 -5.3290 9.3797  0.00
C5 -6.7300 -6.2182 10.1674  -0.51
O5 -5.4994 -6.2501 10.0294  0.01
N1 -7.3516 -7.1025 11.0498  -0.02
C6 -6.4001 -7.9884 11.7743  -0.09
H7 -7.6191 -4.3522 9.8663  0.09
H8 -8.7207 -5.6398 9.2502  0.06
H9 -7.1877 -5.1696 8.4293  0.08
H10 -8.2183 -6.8675 11.5194  0.08
H11 -6.9466 -8.8226 12.2258  0.07
H12 -5.8739 -7.3888 12.5289  0.08
H13 -5.6051 -8.3893 11.0923  0.09
C7 -10.0675 -2.2990 5.6266  0.02
C8 -10.1950 -3.7091 6.2150  -0.51
O6 -10.2930 -4.0280 7.3874  -0.03
N2 -10.3033 -4.6062 5.2418  -0.01
C9 -10.6816 -5.9401 5.5715  -0.07
H14 -9.0663 -1.8850 5.7954  0.09
H15 -10.7334 -1.6349 6.1861  0.08
H16 -10.3532 -2.3313 4.5676  0.07
H17 -10.2747 -4.2340 4.3125  0.12
H18 -10.6738 -6.6571 4.6966  0.10
H19 -11.7103 -5.9763 5.9420  0.10
H20 -9.9384 -6.2502 6.3140  0.09

Atomic forces in eV per Å
-2.1 1.1 1.6
7.0 -2.6 -3.2
1.4 0.4 -0.1
2.5 0.0 -0.3
-8.6 2.3 3.3
-0.7 -0.4 -0.4
0.3 -0.7 -0.2
-1.4 1.2 -0.1
0.6 -0.6 0.0
1.0 -0.9 -0.5
-0.1 0.3 0.1
-0.1 0.0 0.1
0.0 -0.2 -0.1
-0.2 -0.4 -0.2
0.4 0.1 0.1
-0.6 1.1 0.8
1.5 0.4 0.3
-0.2 -0.7 0.1
-1.7 0.3 -0.1
1.9 -0.6 -0.1
0.0 0.5 -0.4
-0.6 0.1 0.0
0.2 -0.1 0.3
-0.2 0.0 -0.3
0.2 0.2 -0.4
0.1 0.2 0.0
0.0 -0.4 0.1
-1.0 0.5 0.4
0.1 0.1 1.0
-0.3 1.4 -0.6
0.6 -0.5 -0.5
0.0 -0.2 -1.0
0.1 -1.6 -0.7
-0.1 -0.2 -0.2
-0.1 -0.2 -0.1
0.3 0.3 0.3
-0.1 -0.4 -0.2
0.4 1.1 0.8
0.3 0.0 0.4
-0.6 -0.5 0.0

## Properties
Net charge: -1
Spin multiplicity: 3
Highest occupied orbital energy (spin up / spin down) in eV: -3.721 / -2.777

=====

[6]
Below is a 2-piece molecular cluster, C9H20N2O overall in a non-equilibrium geometry, with properties calculated with wB97M-V/def2-TZVPD.

Last column: Löwdin charge in e.
Atoms and positions in Å:
C1 0.0486 -0.4463 1.6146  -0.12
C2 0.7732 0.9415 1.3744  -0.10
C3 0.5827 -1.5410 0.6468  -0.08
C4 -0.1687 -2.1433 -0.3134  -0.37
C5 0.7492 1.4642 -1.0103  -0.27
C6 -1.6086 -1.9170 -0.4245  -0.05
C7 0.4501 -3.0880 -1.2304  -0.08
C8 1.9896 0.7685 -1.3191  -0.06
C9 -0.0503 2.0883 -2.1772  -0.03
N1 0.1884 1.5693 0.2156  -0.24
N2 -1.9862 1.6207 3.0673  0.03
O1 -0.9647 2.0301 0.3642  -0.11
H1 0.3745 -0.9595 2.5151  0.11
H2 -1.0131 -0.2284 1.6802  0.08
H3 0.5526 1.4618 2.2289  0.07
H4 1.9074 0.8395 1.2155  0.15
H5 1.6358 -1.8128 0.6508  0.10
H6 -1.9993 -0.9362 -0.2249  0.08
H7 -2.1159 -2.4399 0.3006  0.07
H8 -1.9572 -2.2046 -1.3712  0.07
H9 1.5808 -2.9276 -1.2665  0.11
H10 0.1434 -2.8105 -2.2403  0.08
H11 0.1590 -4.1043 -1.2536  0.07
H12 2.7974 1.4385 -1.4285  0.06
H13 1.9785 0.2876 -2.4494  0.15
H14 2.2067 0.0138 -0.5716  0.04
H15 0.4696 3.1570 -2.4192  0.13
H16 -1.1395 2.1739 -1.7901  0.09
H17 -0.0800 1.5514 -3.1178  0.05
H18 -1.6532 1.6513 2.1797  -0.11
H19 -2.6769 2.3817 3.0680  0.03
H20 -1.1738 2.1201 3.4866  0.03

Atomic forces in eV per Å
2.3 -1.0 -1.1
2.0 -3.2 -1.1
-2.2 0.5 -1.6
1.4 1.2 2.6
-2.6 0.9 0.3
0.0 1.2 -0.5
2.2 1.1 -2.1
0.2 -2.0 -2.4
-0.3 2.2 1.6
2.2 -1.1 -3.7
-0.2 1.4 3.7
-1.7 1.1 0.7
-0.1 1.0 1.0
0.0 -0.6 -0.3
-0.2 2.0 1.7
-1.8 0.1 0.5
0.0 0.3 0.5
0.5 1.0 -0.2
-1.2 -1.9 1.6
-0.7 -0.5 -1.3
-1.4 -0.7 0.3
0.0 0.3 -0.3
-0.2 -1.3 0.9
1.2 0.9 0.2
-0.4 0.9 3.0
0.3 -0.2 -0.4
-1.6 -2.3 0.6
1.9 0.4 -0.8
0.5 -0.5 0.1
0.7 -0.2 -4.0
0.0 -0.5 0.1
-0.7 -0.6 0.5

## Properties
SMILES: CC(C)=CCC[N+]([O-])=C(C)C.N
ΔE to the lowest compared entry with this formula, charge and spin in kJ/mol: 398.98
Highest occupied orbital energy (spin up / spin down) in eV: -8.138 / -8.137